{
  "formula": "C42H77ClN14",
  "method": "wB97M-V/def2-TZVPD",
  "e_homo_ev": -21.68,
  "total_charge": 6,
  "orbital_gap_ev": 9.5,
  "relative_energy_kj_mol": 1184.1,
  "species": ["C", "C", "N", "C", "C", "N", "C", "C", "H", "H", "H", "H", "H", "H", "H", "H", "H", "H", "H", "C", "C", "N", "C", "C", "N", "C", "C", "H", "H", "H", "H", "H", "H", "H", "H", "H", "H", "H", "C", "C", "N", "C", "C", "N", "C", "C", "H", "H", "H", "H", "H", "H", "H", "H", "H", "H", "H", "C", "C", "N", "C", "C", "N", "C", "C", "H", "H", "H", "H", "H", "H", "H", "H", "H", "H", "H", "C", "C", "N", "C", "C", "N", "C", "C", "H", "H", "H", "H", "H", "H", "H", "H", "H", "H", "H", "C", "C", "N", "C", "C", "N", "C", "C", "H", "H", "H", "H", "H", "H", "H", "H", "H", "H", "H", "C", "C", "N", "C", "C", "N", "C", "C", "H", "H", "H", "H", "H", "H", "H", "H", "H", "H", "H", "Cl"],
  "coordinates": [[6.9762, -1.0216, 0.4886], [6.3636, -1.9708, -0.6481], [4.9838, -2.4106, -0.4151], [3.8788, -2.0524, -1.1084], [2.7732, -2.5741, -0.5020], [3.2049, -3.1745, 0.7118], [4.5574, -3.0896, 0.6931], [2.4932, -3.7680, 1.8109], [8.0118, -0.8548, 0.1923], [6.8983, -1.4253, 1.4981], [6.4515, -0.0689, 0.5604], [6.9160, -2.8991, -0.5027], [6.5475, -1.6053, -1.6584], [3.8961, -1.4629, -2.0132], [1.7035, -2.5121, -0.6370], [5.1748, -3.3702, 1.5336], [2.1123, -2.9875, 2.4696], [3.1408, -4.3908, 2.4280], [1.5924, -4.3295, 1.5632], [2.7027, 4.0920, -5.0287], [1.8475, 4.3099, -3.7952], [1.2218, 3.0364, -3.4165], [1.8091, 1.7758, -3.3291], [0.9293, 0.8132, -2.9344], [-0.3168, 1.3817, -3.0801], [-0.1138, 2.7394, -3.4015], [-1.5972, 0.6564, -2.8981], [3.5550, 3.4140, -4.9835], [3.0825, 5.0464, -5.3932], [2.1972, 3.7346, -5.9259], [1.1287, 5.1220, -3.9044], [2.4958, 4.5000, -2.9399], [2.8805, 1.6477, -3.3748], [0.9800, -0.2042, -2.5756], [-0.9168, 3.3948, -3.7051], [-1.8874, 0.8147, -1.8594], [-1.4810, -0.4266, -2.9412], [-2.3476, 1.0421, -3.5882], [-4.6827, 2.4301, 1.0928], [-4.6898, 1.8877, -0.3144], [-4.9291, 2.9097, -1.3391], [-4.4660, 4.2607, -1.2697], [-4.9593, 4.8232, -2.4570], [-5.5426, 3.8778, -3.2910], [-5.3713, 2.6815, -2.6177], [-6.0985, 4.0202, -4.6038], [-3.8098, 3.0653, 1.2431], [-4.6409, 1.6066, 1.8058], [-5.5326, 3.0723, 1.3233], [-5.4670, 1.1235, -0.3224], [-3.7516, 1.4122, -0.6003], [-3.9898, 4.6566, -0.3850], [-4.8157, 5.8035, -2.8869], [-5.8096, 1.7365, -2.9026], [-6.6537, 3.1395, -4.9266], [-5.2749, 4.2059, -5.2932], [-6.8018, 4.8530, -4.5978], [-0.5514, -5.5259, 3.5117], [-1.8622, -5.2067, 4.2858], [-2.5251, -4.0162, 3.7872], [-1.8609, -2.8243, 3.6648], [-2.6508, -2.1093, 2.7609], [-3.8524, -2.6956, 2.6916], [-3.7996, -3.8725, 3.3388], [-4.9644, -2.1172, 1.8521], [0.2064, -4.7528, 3.6384], [-0.7121, -5.8401, 2.4804], [-0.0762, -6.4367, 3.8760], [-1.6291, -4.9663, 5.3231], [-2.5856, -6.0218, 4.2678], [-0.8111, -2.7726, 3.9129], [-2.5046, -1.2265, 2.1561], [-4.5828, -4.6077, 3.4502], [-4.8296, -1.0693, 1.5841], [-5.8028, -2.1060, 2.5486], [-5.1109, -2.7638, 0.9870], [7.2303, 4.1510, 2.7268], [5.7446, 4.5305, 2.1988], [5.0529, 3.2711, 1.9831], [4.9234, 2.2893, 2.9436], [4.2556, 1.2297, 2.3746], [3.6577, 1.7031, 1.2222], [4.1808, 2.9955, 0.9725], [2.9126, 0.9036, 0.2675], [7.6074, 4.8687, 3.4553], [7.8893, 4.1350, 1.8587], [7.4224, 3.1776, 3.1781], [5.7698, 5.0230, 1.2267], [5.1403, 5.1363, 2.8740], [5.5030, 2.3320, 3.8539], [4.0409, 0.2345, 2.7351], [3.9265, 3.6775, 0.1746], [1.8638, 1.0151, 0.5428], [3.2321, -0.1380, 0.3012], [3.1041, 1.4179, -0.6743], [-1.1592, 3.7328, -0.1691], [-0.7223, 4.2410, 1.1970], [0.1196, 3.3942, 1.9163], [1.2467, 3.8137, 2.6281], [1.6005, 2.6915, 3.4620], [0.7494, 1.6375, 3.1738], [-0.1609, 2.0701, 2.1916], [0.6320, 0.3716, 3.8910], [-0.3871, 3.3385, -0.8298], [-1.7078, 4.5143, -0.6948], [-1.8053, 2.8681, -0.0177], [-1.5476, 4.4356, 1.8819], [-0.0792, 5.1116, 1.0679], [1.6045, 4.8317, 2.5841], [2.3502, 2.6038, 4.2343], [-1.0374, 1.5189, 1.8843], [0.6346, -0.4070, 3.1282], [-0.3169, 0.1950, 4.3976], [1.5164, 0.2100, 4.5074], [-1.1566, -4.4467, 0.0427], [-1.6093, -3.5131, -1.1714], [-2.2285, -4.2418, -2.1769], [-1.5940, -4.8502, -3.2611], [-2.6000, -5.5604, -3.8965], [-3.7265, -5.6141, -3.0693], [-3.5211, -4.6495, -2.1232], [-4.9117, -6.4355, -3.2883], [-2.0590, -4.8274, 0.5210], [-0.5732, -3.8271, 0.7238], [-0.5965, -5.3019, -0.3356], [-0.7963, -2.9146, -1.5825], [-2.3702, -2.8369, -0.7816], [-0.6026, -4.5664, -3.5819], [-2.5320, -6.1088, -4.8244], [-4.1671, -4.4580, -1.2791], [-4.7475, -7.3967, -2.8012], [-5.1509, -6.6024, -4.3386], [-5.7626, -5.9989, -2.7654], [-0.3358, -0.5333, 0.1751]],
  "atomic_forces_ev_per_a": [[-1.222, -0.296, -1.245], [1.693, -0.356, 2.140], [-0.990, -0.159, 1.975], [-1.408, -0.342, -0.750], [-0.182, -0.353, 1.952], [2.431, 0.579, -2.448], [-0.334, 0.887, -0.493], [-1.053, 0.032, 1.238], [-0.039, 0.030, 0.298], [0.292, -0.510, -0.209], [0.034, 0.238, -0.400], [0.332, 0.048, -0.563], [-0.492, -0.012, 0.142], [0.284, -0.222, 0.009], [0.152, 0.236, -0.446], [0.184, -0.263, -0.261], [0.157, 0.295, -0.014], [0.120, -0.060, -0.370], [0.401, -0.168, -0.677], [0.308, 0.563, -1.494], [1.397, -0.733, -0.133], [-3.723, -3.204, -0.962], [2.017, 0.077, 1.699], [-0.954, 1.009, -0.994], [0.639, 2.493, -0.624], [0.165, -1.898, 0.641], [0.118, 0.812, 0.822], [0.033, 0.101, 0.804], [0.214, 0.144, 0.378], [-0.792, -0.094, 0.280], [-0.190, -0.383, 0.027], [0.011, 0.549, -0.061], [-0.023, 0.266, -0.060], [0.430, 0.114, -0.273], [0.113, 0.133, 0.249], [-0.222, 0.175, -0.019], [0.371, 0.242, -0.601], [0.172, -0.196, -0.045], [0.577, 0.739, 0.088], [-0.181, -0.509, -0.112], [0.893, 1.322, -2.113], [-2.610, -1.097, -2.214], [0.995, 0.191, 0.119], [2.030, -2.850, 4.124], [-1.531, 1.636, 1.295], [-0.271, 0.612, -1.149], [0.175, -0.062, 0.220], [-0.049, 0.095, -0.013], [-0.242, -0.300, -0.103], [-0.167, 0.146, -0.660], [0.135, -0.177, 0.364], [-0.289, 0.147, -0.286], [-0.127, 0.218, 0.467], [0.041, 0.081, -0.217], [0.189, -0.080, 0.323], [-0.253, 0.118, -0.176], [0.145, 0.052, -0.086], [-0.473, -0.724, 0.264], [0.724, -0.637, 0.660], [-1.663, 0.954, 0.291], [-0.464, -0.093, -3.050], [1.501, 1.106, 1.514], [-0.783, -0.143, -0.998], [1.334, -0.363, -0.241], [-0.190, -0.960, 1.536], [-0.174, 0.136, -0.268], [-0.222, 0.713, -0.235], [-0.247, 0.026, 0.716], [0.075, -0.428, 0.107], [0.199, -0.037, -0.006], [-0.243, 0.246, 0.023], [0.432, 0.121, 0.425], [0.003, 0.059, -0.090], [0.725, -0.280, 0.053], [-0.442, -0.240, -0.536], [-0.227, 0.220, 0.147], [-0.530, 0.972, -0.771], [2.017, -0.528, 0.687], [-3.402, -0.804, -0.490], [1.352, -1.210, -0.887], [-1.021, 1.441, 0.245], [2.836, 2.363, -0.145], [0.426, -2.577, 2.021], [-0.412, 1.178, 0.251], [-0.163, 0.216, -0.282], [0.026, 0.349, 0.026], [-0.890, -0.128, 0.077], [0.291, 0.122, 0.176], [0.308, -0.027, 0.197], [-0.066, -0.042, -0.075], [0.074, 0.154, 0.087], [0.110, -0.294, -0.102], [-0.128, -0.517, -0.383], [-0.057, 0.317, -0.142], [-0.252, -0.707, -0.329], [-0.511, -0.598, 0.251], [-0.195, 1.710, -1.386], [2.032, -4.473, 2.057], [-0.483, -3.471, 1.721], [-1.030, 1.838, -1.698], [-1.838, 2.409, -1.799], [2.120, 1.582, 2.251], [0.381, -1.048, -0.931], [0.489, 0.386, 0.310], [0.047, -0.070, 0.069], [-0.373, -0.003, -0.126], [-0.282, 0.554, -0.466], [-0.708, 0.553, -0.042], [0.019, -0.137, 0.070], [-0.068, 0.087, -0.128], [0.307, -0.003, -0.213], [0.204, -0.094, -0.233], [0.187, 0.804, 0.420], [-0.338, 0.260, 0.255], [-0.381, 1.016, -1.527], [0.810, 0.525, 2.938], [-1.655, -2.055, -2.262], [-2.430, 0.350, -0.445], [0.957, -0.887, 0.943], [1.589, 2.905, -0.571], [0.964, -2.015, -0.250], [-0.669, -0.489, 0.664], [0.077, 0.031, 0.177], [-0.061, -0.180, 0.107], [0.179, 0.076, 0.098], [-0.019, -0.096, 0.149], [0.307, 0.362, 0.080], [-0.112, -0.196, 0.069], [-0.144, -0.129, 0.132], [-0.083, 0.057, -0.214], [0.153, -0.085, -0.199], [0.268, 0.301, 0.071], [0.044, 0.207, -0.253], [-0.039, 0.007, 0.056]],
  "mulliken_charge": [-0.93, -0.56, 0.22, -1.05, -0.04, 0.38, -0.26, -0.69, 0.41, 0.39, 0.12, 0.33, 0.44, 0.46, 0.46, 0.42, 0.30, 0.34, 0.18, -1.26, -0.24, 0.53, -0.92, -0.21, 0.35, -0.60, -0.64, 0.36, 0.41, 0.38, 0.42, 0.15, 0.47, 0.47, 0.47, 0.10, 0.22, 0.40, -1.11, 0.06, 0.31, -0.35, -0.89, 0.12, -0.26, -0.80, 0.11, 0.29, 0.43, 0.55, -0.14, 0.75, 0.48, 0.45, 0.32, 0.35, 0.37, -0.83, -0.54, 0.23, -0.87, 0.00, 0.24, -0.13, -0.63, 0.27, 0.10, 0.48, 0.31, 0.38, 0.38, 0.36, 0.46, 0.10, 0.43, 0.26, -1.13, -0.41, 0.26, -1.17, -0.44, 0.90, -0.48, 0.37, 0.36, 0.35, 0.38, 0.34, 0.33, 0.65, 0.66, 0.50, -0.08, -0.68, 0.22, -0.33, -0.52, 0.32, -0.44, -0.70, 0.40, -1.06, -0.85, 0.26, 0.50, -0.20, 0.27, 0.26, 0.64, 0.65, 0.75, 0.26, 0.37, 0.37, -0.76, -0.53, 0.39, -0.36, -0.46, 0.16, -0.24, -0.78, 0.43, 0.10, 0.55, 0.02, 0.22, 0.44, 0.47, 0.39, 0.37, 0.33, 0.32, -0.72]
}